Entry from OMol25: a molecular structure, C28H26BrCrN4O6 (ωB97M-V/def2-TZVPD).

XYZ file:
```
66
Properties=species:S:1:pos:R:3:mulliken_spin:R:1
Cr 1.24 -0.58 1.62 1.025
O -0.11 -2.44 4.77 0.010
C -0.02 -1.41 4.16 -0.004
O 0.06 -1.37 2.84 -0.002
C -0.05 -0.06 4.87 0.003
C -0.90 0.98 4.13 0.000
C -1.20 2.16 5.06 -0.001
C 0.17 2.88 5.07 0.001
C 1.00 1.97 4.16 0.000
O 0.03 1.54 3.19 0.000
C 1.33 0.67 4.91 0.002
C 2.47 -0.13 4.29 0.004
O 3.33 -0.61 4.98 -0.002
O 2.46 -0.24 2.98 -0.004
H -0.43 -0.25 5.87 0.001
H -1.76 0.57 3.60 -0.002
H -1.53 1.84 6.04 0.000
H -1.97 2.80 4.63 0.000
H 0.60 2.96 6.07 0.000
H 0.10 3.88 4.65 0.000
H 1.84 2.44 3.66 0.000
H 1.64 0.87 5.94 0.000
Br -3.74 -1.24 -4.51 0.000
C -2.33 0.01 -4.55 0.000
C -1.02 -0.43 -4.46 0.000
C 0.02 0.48 -4.45 0.000
C -0.26 1.84 -4.55 0.000
C -1.57 2.27 -4.72 -0.001
C -2.62 1.36 -4.69 0.000
N 0.76 2.83 -4.69 0.000
N 1.79 2.83 -4.01 0.000
C 1.94 2.02 -2.83 -0.001
C 3.17 1.42 -2.68 -0.001
C 3.47 0.56 -1.61 -0.004
C 2.52 0.34 -0.63 0.000
O 2.69 -0.41 0.43 0.000
C 1.29 1.06 -0.73 0.009
N 0.46 0.88 0.34 -0.003
C -0.68 1.53 0.39 -0.004
C -1.04 2.46 -0.60 0.003
C -0.22 2.66 -1.67 -0.007
C 0.98 1.91 -1.79 0.000
H -0.81 -1.49 -4.42 0.000
H 1.04 0.13 -4.39 0.000
H -1.76 3.32 -4.86 0.000
H -3.64 1.70 -4.80 0.000
H 3.91 1.60 -3.45 0.000
H 4.43 0.08 -1.54 0.001
H -1.31 1.35 1.24 -0.009
H -1.96 3.02 -0.49 0.000
H -0.47 3.41 -2.41 -0.001
C 0.09 -3.78 -2.47 -0.001
C -0.82 -3.60 -1.25 -0.003
C -2.20 -3.10 -1.66 0.001
C -0.92 -4.91 -0.46 0.001
C -0.20 -2.59 -0.37 0.016
N 0.27 -1.80 0.31 -0.029
H -0.36 -4.51 -3.14 0.000
H 1.08 -4.13 -2.18 0.000
H 0.21 -2.84 -3.01 0.000
H -2.66 -3.83 -2.33 0.000
H -2.15 -2.15 -2.18 0.000
H -2.85 -2.98 -0.79 0.000
H -1.37 -5.67 -1.10 0.000
H -1.53 -4.79 0.43 0.000
H 0.07 -5.26 -0.15 0.000
```

Calculated values
Highest occupied orbital energy (spin up / spin down) = -0.2981 / -0.2991 Eh
Multiplicity = 2
LUMO energy (spin up / spin down) = -1.0 / -0.9 eV
Frontier orbital gap (spin up / spin down) = 7.07 / 7.22 eV



Entry from OMol25: a molecular structure, C28H26BrF4N2O2PPdS (ωB97M-V/def2-TZVPD).

XYZ file:
```
66
Properties=species:S:1:pos:R:3:mulliken_spin:R:1
Pd 0.14 0.27 -0.69 1.366
F 6.62 -0.38 1.97 0.000
C 5.31 -0.29 1.87 -0.002
C 4.53 -0.28 3.01 0.004
F 5.08 -0.37 4.20 0.001
C 3.15 -0.18 2.89 -0.014
F 2.43 -0.19 4.01 0.000
C 2.52 -0.08 1.66 -0.034
P 0.71 0.10 1.58 0.212
C 0.30 1.57 2.51 -0.038
C 0.34 2.80 1.84 0.039
C 0.07 3.97 2.52 0.013
C -0.25 3.93 3.87 0.011
C -0.30 2.71 4.54 -0.002
C -0.03 1.53 3.87 0.013
C 0.02 -1.36 2.34 0.028
C -1.29 -1.34 2.81 0.008
C -1.85 -2.49 3.34 -0.012
C -1.11 -3.67 3.37 0.027
C 0.19 -3.70 2.87 -0.008
C 0.75 -2.55 2.35 0.018
C 3.34 -0.10 0.53 -0.035
Br 2.64 -0.03 -1.24 0.141
C 4.71 -0.20 0.62 -0.013
F 5.47 -0.22 -0.46 -0.002
H 0.60 2.83 0.79 -0.001
H 0.11 4.92 2.00 0.001
H -0.47 4.84 4.40 0.001
H -0.55 2.68 5.59 0.001
H -0.05 0.59 4.40 0.000
H -1.87 -0.43 2.78 -0.006
H -2.86 -2.47 3.72 0.000
H -1.55 -4.57 3.78 0.001
H 0.76 -4.62 2.90 0.000
H 1.77 -2.58 1.98 0.002
N -3.80 -5.04 -3.43 0.000
C -2.70 -5.06 -2.64 -0.001
O -2.16 -6.08 -2.27 0.000
C -2.11 -3.73 -2.21 -0.005
C -2.72 -2.49 -2.37 0.009
C -2.07 -1.36 -1.91 -0.003
N -0.87 -1.43 -1.33 0.176
C -0.28 -2.62 -1.16 0.008
C -0.87 -3.79 -1.59 0.008
H -4.18 -5.92 -3.73 0.000
H -4.24 -4.19 -3.75 0.000
H -3.70 -2.37 -2.81 0.002
H -2.50 -0.37 -2.03 0.005
H 0.68 -2.63 -0.67 0.003
H -0.39 -4.75 -1.45 0.000
C -1.83 3.65 -4.49 0.000
C -2.01 3.72 -2.98 0.011
S -0.79 2.91 -1.94 0.014
O -0.95 1.39 -2.22 0.044
C 0.81 3.37 -2.66 0.005
C 1.26 2.54 -3.86 0.001
H -2.72 4.05 -4.96 0.001
H -1.70 2.62 -4.83 0.000
H -0.98 4.25 -4.82 0.000
H -2.93 3.22 -2.67 0.001
H -2.05 4.74 -2.60 -0.001
H 1.50 3.25 -1.83 0.001
H 0.74 4.44 -2.87 0.000
H 1.01 1.49 -3.72 0.000
H 2.34 2.63 -3.95 0.000
H 0.81 2.88 -4.79 0.000
```

Calculated values
Highest occupied orbital energy (spin up / spin down) = -0.5254 / -0.5458 Eh
Multiplicity = 3
Total charge = +2
LUMO energy (spin up / spin down) = -5.4 / -8.4 eV
Frontier orbital gap (spin up / spin down) = 8.85 / 6.40 eV



Entry from OMol25: a molecular structure, C28H26F4N5O6PbS (ωB97M-V/def2-TZVPD).

XYZ file:
```
71
Properties=species:S:1:pos:R:3:lowdin_charge:R:1
Pb 1.01 -1.18 0.49 1.613
C -0.08 -1.26 -2.91 -0.072
C 1.40 -1.00 -2.85 -0.242
N 2.08 -1.74 -1.75 -0.282
C 2.20 -3.19 -2.10 -0.204
C 2.00 -4.16 -0.95 -0.063
C 3.42 -1.13 -1.58 -0.212
C 4.30 -1.76 -0.52 -0.195
N 3.62 -1.85 0.76 0.027
C 4.22 -2.36 1.83 -0.157
C 3.42 -2.51 3.01 -0.132
F 2.14 -2.13 2.96 0.042
C 3.92 -3.04 4.17 -0.201
F 3.13 -3.16 5.23 0.136
C 5.25 -3.45 4.25 0.136
C 6.06 -3.32 3.13 -0.200
F 7.33 -3.70 3.19 0.136
C 5.58 -2.79 1.95 -0.114
F 6.41 -2.67 0.92 0.131
H -0.53 -0.67 -3.72 0.101
H -0.59 -0.96 -1.99 0.027
H -0.34 -2.30 -3.08 0.081
H 1.60 0.06 -2.70 0.117
H 1.88 -1.29 -3.79 0.135
H 3.18 -3.34 -2.57 0.126
H 1.45 -3.40 -2.86 0.118
H 2.74 -4.04 -0.15 0.061
H 2.09 -5.18 -1.32 0.097
H 0.99 -4.07 -0.53 0.052
H 3.27 -0.07 -1.35 0.119
H 3.96 -1.18 -2.53 0.140
H 5.20 -1.14 -0.43 0.138
H 4.64 -2.75 -0.83 0.131
H 5.64 -3.87 5.16 0.156
O -2.06 -1.13 2.26 0.034
C -2.77 -0.90 1.12 -0.270
C -3.71 0.13 1.18 -0.012
C -4.49 0.42 0.07 -0.061
C -4.36 -0.33 -1.10 -0.070
C -3.44 -1.36 -1.14 -0.023
C -2.61 -1.65 -0.05 -0.096
C -1.57 -2.71 -0.23 -0.597
O -1.55 -3.47 -1.17 0.086
O -0.58 -2.70 0.68 -0.335
H -1.59 -1.97 2.11 0.081
H -3.83 0.67 2.11 0.123
H -5.21 1.22 0.12 0.112
H -4.98 -0.11 -1.96 0.109
H -3.32 -1.97 -2.03 0.124
O -6.00 4.11 -1.86 -0.266
S -6.09 5.47 -1.46 0.556
O -5.54 6.49 -2.35 -0.226
O -7.08 5.86 -0.51 -0.242
C -4.35 5.77 -0.30 -0.253
N -4.34 6.85 0.41 0.169
C -3.25 6.93 1.19 -0.047
C -2.27 5.94 1.19 0.032
C -2.45 4.86 0.35 -0.176
N -3.54 4.79 -0.43 0.191
C -1.51 3.70 0.24 -0.127
C -0.55 3.44 1.21 0.013
C 0.22 2.30 1.08 -0.133
N 0.08 1.44 0.07 -0.043
C -0.83 1.71 -0.86 -0.114
C -1.65 2.82 -0.82 0.023
H -3.17 7.81 1.82 0.129
H -1.40 6.05 1.81 0.117
H -0.41 4.08 2.07 0.116
H 0.95 2.05 1.85 0.112
H -0.94 0.99 -1.66 0.094
H -2.40 2.98 -1.57 0.127
```

Calculated values
Highest occupied orbital energy (spin up / spin down) = -0.4045 / -0.4045 Eh
Total charge = +1
LUMO energy (spin up / spin down) = -5.5 / -5.3 eV
Frontier orbital gap (spin up / spin down) = 5.51 / 5.67 eV



Relative energy (zero: lowest compared OMol25 entry of this formula, charge and spin), respectively: 0.209; 0.000; 1.133 eV.
E, respectively: -5371.55446; -5182.90574; -2797.97484 Eh.
Molecular weight, respectively: 646.44; 747.89; 843.80 g mol⁻¹.